# 1
The following is a quantum chemistry calculation of a cluster of 16 separate species, C43H78BrCl30F8NO3 in total at a distorted geometry, from the Open Molecules 2025 dataset.

The multiplicity is 1. Its largest force on an atom is 0.063 hartree/bohr. As for the molar mass: 1952.58 u. The LUMO energy is 0.382 eV. For the HOMO energy, the calculation gives -8.415 eV.

Each line ends with the Mulliken charge.
Element x y z (Å)
C -0.5439 4.8226 1.3388  -0.84
C -0.4618 3.4899 1.3047  -0.23
C -0.8038 2.6060 0.0607  0.25
Br -0.3750 3.8165 -1.4931  -0.07
O 0.0233 1.5172 0.1814  -0.27
C 0.5245 0.9214 -1.0201  0.30
C 0.5408 -0.6148 -0.7455  -1.12
O 1.2214 -0.9547 0.4395  -0.41
C 2.0050 -2.1285 0.3139  0.13
C 1.2484 -3.4115 -0.1479  0.86
C 2.0764 -4.1821 -1.2231  -0.75
C 2.0052 1.4280 -1.2249  0.08
C 2.5965 1.9713 0.1057  -1.01
C 2.9679 0.4389 -1.9151  -0.01
C 3.9306 1.2991 -2.8057  -0.32
C 5.2233 0.5408 -3.1841  -1.02
C -2.3433 2.3404 -0.0672  -0.89
C -2.7135 1.3599 -1.2298  -0.16
C -4.2396 1.0648 -1.3301  -0.48
C -4.5467 -0.4688 -1.3587  -0.54
C -5.9140 -0.6651 -2.0845  -1.18
C -7.1346 -0.5895 -1.1217  1.69
C -8.4193 -0.5871 -1.9748  -1.00
C -9.6623 -0.8813 -1.1136  -0.58
O -9.7243 -2.2560 -0.7596  -0.31
C -10.4520 -2.4410 0.4318  -0.39
N -3.0677 2.0106 1.1590  1.33
C -3.6431 3.1329 1.8832  -1.08
C -5.0287 3.5192 1.3002  1.75
C -5.4233 4.9169 1.8597  -1.47
C -5.3728 5.9328 0.7315  0.98
F -4.2198 5.9036 0.0584  -0.27
F -6.3983 5.6803 -0.0988  -0.32
C -5.5448 7.3884 1.2398  0.56
F -4.7549 7.6472 2.2582  -0.26
F -5.1774 8.2332 0.2851  -0.28
F -6.7891 7.6711 1.5214  -0.26
C -2.6267 0.9687 1.9393  0.31
F -3.7069 0.4782 2.6277  -0.39
F -1.7514 1.2891 2.9143  -0.33
F -2.1238 -0.0495 1.2983  -0.15
H -1.4853 5.3038 1.0585  0.14
H 0.2812 5.4481 1.6753  0.32
H -0.0965 2.9788 2.1953  0.29
H -0.1013 1.0225 -1.9107  0.55
H -0.5249 -0.8754 -0.5773  0.41
H 0.8358 -1.1838 -1.6383  0.20
H 2.8886 -1.9468 -0.3132  -0.34
H 2.3897 -2.3349 1.3221  0.35
H 0.2121 -3.2536 -0.4578  0.47
H 1.2066 -4.1016 0.7070  -0.83
H 3.0409 -3.6945 -1.4084  0.31
H 1.5719 -4.2231 -2.1929  0.01
H 2.3315 -5.1893 -0.8904  0.01
H 1.9522 2.3085 -1.8819  0.69
H 2.0739 2.9170 0.3028  0.23
H 3.6443 2.2629 -0.0491  0.19
H 2.4618 1.2813 0.9381  0.15
H 2.4783 -0.2404 -2.6218  -0.08
H 3.6261 -0.0975 -1.2214  -0.07
H 3.4139 1.6950 -3.6883  0.39
H 4.2315 2.1463 -2.1760  0.09
H 5.8107 1.0928 -3.9278  0.35
H 5.0205 -0.4850 -3.5165  0.25
H 5.8692 0.4766 -2.2940  0.12
H -2.7541 3.2983 -0.4125  0.84
H -2.1957 0.4032 -1.1272  -0.76
H -2.4181 1.8914 -2.1409  0.81
H -4.5973 1.5483 -2.2485  0.70
H -4.8396 1.4777 -0.5123  -0.38
H -4.7162 -0.7608 -0.3137  0.25
H -3.7359 -1.0403 -1.8155  0.51
H -6.0794 0.1285 -2.8263  0.37
H -5.9203 -1.6356 -2.5949  0.42
H -7.1286 -1.5093 -0.5261  -0.40
H -7.1343 0.3254 -0.5111  -0.82
H -8.3575 -1.3714 -2.7414  0.37
H -8.5954 0.3654 -2.4901  0.38
H -9.6777 -0.2691 -0.1991  0.37
H -10.5406 -0.6254 -1.7355  0.33
H -10.7540 -3.4929 0.5415  -0.07
H -11.3846 -1.8576 0.4135  0.43
H -9.8442 -2.2134 1.3235  0.17
H -3.0408 4.0457 1.8602  -0.13
H -3.7811 2.8837 2.9415  0.50
H -4.8861 3.5637 0.2116  0.47
H -5.7790 2.7487 1.4717  -1.59
H -4.7168 5.1899 2.6526  0.47
H -6.4183 4.8560 2.3089  0.55
C 7.0088 2.7618 0.0982  -0.46
Cl 6.4785 1.0743 0.1098  -0.07
Cl 6.5004 3.6005 -1.3701  -0.16
H 6.5798 3.2678 0.9557  0.32
H 8.0913 2.7874 0.1558  0.37
C 0.7541 -8.0568 -1.8615  -0.44
Cl -0.0038 -6.9676 -0.6933  -0.04
Cl 1.1363 -7.2235 -3.3735  -0.16
H 1.6721 -8.4442 -1.4335  0.35
H 0.0710 -8.8708 -2.0740  0.28
C -3.7485 -6.9874 -0.6562  0.54
Cl -3.6147 -5.5041 -1.6041  -0.15
Cl -3.3564 -8.4150 -1.6157  -0.15
H -3.0544 -6.9298 0.1726  -0.42
H -4.7643 -7.0774 -0.2854  0.20
C 6.2878 -4.3608 -0.2105  -0.48
Cl 4.8056 -5.3119 -0.1362  -0.08
Cl 5.9121 -2.6551 -0.4691  -0.05
H 6.8250 -4.4658 0.7253  0.31
H 6.8990 -4.7189 -1.0311  0.29
C -0.2772 -6.6880 2.9987  0.12
Cl 0.1029 -5.0040 2.6078  -0.10
Cl -1.8935 -7.1322 2.4374  -0.20
H 0.4476 -7.3337 2.5131  0.30
H -0.2262 -6.8156 4.0795  -0.14
C 8.2734 7.1535 -2.0574  -0.23
Cl 9.0512 7.3479 -3.6326  -0.16
Cl 9.0284 5.8630 -1.1182  -0.14
H 8.3620 8.0830 -1.5059  0.24
H 7.2277 6.9084 -2.2095  0.29
C 1.0468 -2.0647 -5.1679  -0.51
Cl 2.3901 -3.0783 -4.6365  -0.13
Cl 0.1987 -1.3331 -3.7956  0.08
H 1.4353 -1.2728 -5.7983  0.31
H 0.3460 -2.6746 -5.7266  0.36
C 12.0490 8.5663 -0.3496  0.05
Cl 10.6244 9.5531 0.0102  -0.18
Cl 12.5338 7.5967 1.0469  -0.16
H 11.8140 7.9006 -1.1734  0.23
H 12.8662 9.2198 -0.6232  0.04
C -9.7450 -5.8186 0.5715  -0.17
Cl -8.5123 -6.9114 1.2109  -0.13
Cl -10.6646 -5.0406 1.8689  -0.18
H -9.2580 -5.0496 -0.0193  0.09
H -10.4281 -6.3846 -0.0516  0.40
C -6.8012 -3.7459 1.7506  0.77
Cl -5.9513 -3.5361 0.2180  -0.05
Cl -6.1455 -5.1001 2.6795  -0.17
H -6.7020 -2.8312 2.3329  -0.12
H -7.8497 -3.9427 1.5447  -0.41
C -7.1456 0.5610 2.8630  0.19
Cl -7.7465 -1.0992 2.7867  -0.17
Cl -7.5898 1.4451 1.4007  -0.20
H -7.5814 1.0548 3.7237  0.53
H -6.0637 0.5420 2.9485  -0.29
C 16.0281 10.3347 -0.7522  0.03
Cl 15.4490 8.6620 -0.7829  -0.15
Cl 15.5628 11.2069 -2.2174  -0.16
H 15.5978 10.8381 0.1069  0.29
H 17.1093 10.3275 -0.6744  0.00
C 0.8111 -8.3498 6.9462  -0.26
Cl 0.8539 -6.8887 5.9493  -0.14
Cl 1.2428 -9.7838 6.0093  -0.15
H 1.5169 -8.2370 7.7610  0.29
H -0.1919 -8.4755 7.3376  0.26
C -1.9535 -12.0042 -0.0361  -0.42
Cl -3.5167 -11.9555 0.7861  -0.15
Cl -1.2825 -10.3822 -0.2450  -0.04
H -1.2646 -12.5952 0.5565  0.31
H -2.0856 -12.4563 -1.0125  0.27
C 18.6613 10.0340 2.3844  -0.21
Cl 17.9835 11.1049 3.6140  -0.14
Cl 19.0273 10.9110 0.8914  -0.16
H 19.5770 9.5971 2.7654  0.30
H 17.9410 9.2536 2.1638  0.22

=====

# 2
The following is a quantum chemistry calculation of a structure of composition C32H28BCl3GeHfN9 at a distorted geometry, from the Open Molecules 2025 dataset.

The multiplicity is 2. Its largest force on an atom is 0.087 hartree/bohr. As for the molar mass: 906.91 u. Its charge is +2. The LUMO energy (alpha / beta) is -6.578 / -10.587 eV. For the HOMO energy (alpha / beta), the calculation gives -13.444 / -13.218 eV.

Each line ends with the Mulliken charge.
Element x y z (Å)
Hf 3.3338 11.0968 16.3353  0.07
C 0.3543 12.1136 13.1556  -1.27
C 1.1849 12.6992 14.2313  -0.31
C 1.8064 13.9667 14.3022  -0.57
C 2.3497 14.0883 15.6265  0.07
N 2.1585 12.9756 16.3093  -0.05
N 1.4028 12.0389 15.4159  0.34
B 0.3493 11.1050 16.1146  -0.20
N 0.7279 9.6100 15.8988  0.07
N 2.0857 9.2384 15.7695  0.71
C 2.0847 7.8774 15.6441  -0.02
C 0.7712 7.4167 15.9533  -0.74
C -0.0234 8.5315 16.1621  0.38
C -1.4443 8.6444 16.5647  -1.33
C 3.0715 7.1088 14.8935  0.65
C 2.8098 5.9022 14.1999  -0.60
C 3.8349 5.3044 13.4166  -0.69
C 5.0211 6.0437 13.1864  -0.51
C 5.2340 7.2500 13.8458  -0.75
C 4.3451 7.6107 14.8569  0.33
N 0.7596 11.3067 17.6594  1.15
N 2.0706 10.8733 18.0560  0.03
C 2.2742 11.1930 19.3691  0.02
C 1.2397 11.9744 19.7987  -1.13
C 0.2580 11.9342 18.7245  0.64
C -1.0581 12.5420 18.6497  -1.44
C 3.4957 10.8245 20.0618  1.15
C 3.9174 11.6339 21.1912  -0.77
C 5.0913 11.3062 21.8496  -0.76
C 5.7651 10.1189 21.5110  -0.49
C 5.1667 9.2489 20.6158  -0.36
C 4.0367 9.5812 19.8685  -0.41
C 2.7974 15.3321 16.2826  0.92
C 2.6411 16.4713 15.5332  -0.61
C 2.8524 17.7375 16.0679  -0.76
C 3.2819 17.8762 17.3547  -0.51
C 3.3603 16.7300 18.1645  -0.80
C 3.1543 15.4510 17.6257  -0.16
H -0.7453 12.1550 13.4165  0.26
H 0.6001 11.0601 12.9617  0.25
H 0.5782 12.6952 12.2276  0.41
H 1.9336 14.6488 13.5039  0.63
H -0.8145 11.4498 15.8610  -0.01
H 0.4876 6.3509 15.8887  0.54
H -1.8922 9.6424 16.3169  0.21
H -1.6701 8.3690 17.6763  0.24
H -2.0195 7.9753 15.9533  0.49
H 1.7834 5.4859 14.1906  0.31
H 3.6989 4.3239 12.9306  0.40
H 5.8625 5.7019 12.5939  0.44
H 6.0488 7.8854 13.7223  0.54
H 4.6678 8.3864 15.5747  0.17
H 1.0563 12.4614 20.7263  0.65
H -1.5664 12.6730 19.6014  0.46
H -1.7424 11.9393 18.0459  0.28
H -1.0037 13.5143 18.1786  0.30
H 3.4561 12.6158 21.3689  0.37
H 5.4824 11.8958 22.6650  0.46
H 6.7062 9.8429 21.9157  0.50
H 5.7235 8.3441 20.3421  0.41
H 3.7725 8.7996 19.1180  0.52
H 2.3322 16.4170 14.5007  0.26
H 2.5901 18.5780 15.4357  0.40
H 3.7670 18.7801 17.6994  0.43
H 3.4328 16.9117 19.2390  0.37
H 3.4266 14.5814 18.1573  0.63
N 4.3320 8.6491 10.4457  -0.50
C 3.8730 9.5015 11.1347  0.44
N 3.3831 10.4636 11.9120  -0.59
C 3.7444 10.4899 13.1524  0.80
N 3.9954 10.7122 14.3052  -0.10
Cl 8.0685 12.4166 17.7963  -0.34
Ge 7.1490 11.4385 16.0122  0.70
Cl 5.4330 10.1787 17.3766  -0.40
Cl 5.2506 13.0921 15.9239  -0.22